1.
ORCA calculation (the ωB97M-V functional and the def2-TZVPD basis) on an isolated molecule of C3H3NO3S at a distorted geometry.

Calculated values
E_LUMO: -0.88 eV
SMILES: O=C/C(=N/O)OC=S
Energy above the lowest of the compared OMol25 structures with the same formula, charge and spin: 114.1 kcal/mol
Gap between HOMO and LUMO: 8.159 eV
Calculated total energy: -21622.94047 eV
Net charge: 0
HOMO energy: -9.035 eV

Last column: Löwdin charge in e.
Positions of all 11 atoms, in Å:
S  2.52958  -0.70596  -0.08532  0.684
O  -2.29384  -1.69118  0.15081  0.060
O  -0.01516  -0.58490  -0.31421  -0.059
O  0.31043  2.13360  -0.00744  -0.134
N  -1.03041  1.59768  0.09147  0.069
C  -2.42345  -0.48307  -0.10931  -0.109
C  1.02984  -0.20954  0.44894  -0.667
C  -1.07011  0.29957  -0.12991  -0.283
H  -3.39598  0.16316  -0.15711  0.154
H  0.84471  0.29138  1.36448  0.073
H  0.06158  3.15525  -0.37412  0.212

***

2.
ORCA calculation (the ωB97M-V functional and the def2-TZVPD basis) on an isolated molecule of C3H3NO3S3 at a distorted geometry.

Calculated values
E_LUMO: -0.39 eV
Energy above the lowest of the compared OMol25 structures with the same formula, charge and spin: 4.9 kcal/mol
Gap between HOMO and LUMO: 9.469 eV
Calculated total energy: -43290.84216 eV
Net charge: 0
HOMO energy: -9.864 eV

Last column: Löwdin charge in e.
Positions of all 13 atoms, in Å:
S  1.66133  1.42175  -0.76566  0.717
S  -1.51813  -1.79134  -1.11065  1.003
S  1.54975  -0.62652  1.45546  0.719
O  -1.71604  -2.76284  -0.09995  -0.492
O  -1.98670  2.07569  -0.42873  0.109
O  -2.55634  1.09448  1.37083  0.131
N  -2.11030  1.12337  0.27054  -0.407
C  -0.25727  -0.55696  -0.52272  -0.420
C  1.23361  -0.28585  -0.31757  -1.014
C  -1.48406  -0.08757  -0.34320  -0.196
H  2.78053  0.04324  1.47669  -0.118
H  1.60365  -1.05657  -1.04438  0.083
H  2.79996  1.40914  0.05934  -0.114

***

3.
ORCA calculation (the ωB97M-V functional and the def2-TZVPD basis) on a cluster of 2 separate species, C3H3NOS in total at a distorted geometry.

Calculated values
E_LUMO: -1.57 eV
Energy above the lowest of the compared OMol25 structures with the same formula, charge and spin: 78.1 kcal/mol
Gap between HOMO and LUMO: 8.944 eV
Calculated total energy: -17528.55538 eV
Net charge: 0
HOMO energy: -10.518 eV

Last column: Löwdin charge in e.
Positions of all 9 atoms, in Å:
S  -0.41938  -1.98361  0.14963  0.740
O  -0.93052  1.99065  0.26942  0.083
N  2.72406  0.68603  -0.00137  0.036
C  -0.99601  0.87104  -0.20947  -0.294
C  -0.28872  -0.25401  0.46129  -0.533
C  1.70700  0.25824  0.18874  -0.172
H  -1.41368  0.60903  -1.12273  0.097
H  -0.32353  -2.10675  -1.28523  -0.050
H  -0.05922  -0.07061  1.54972  0.093